{"formula": "C37H31N9OPRuSSe2", "method": "ωB97M-V with the def2-TZVPD basis set", "species": ["Ru", "Se", "P", "Se", "C", "C", "C", "C", "C", "C", "C", "C", "C", "C", "C", "C", "H", "H", "H", "H", "H", "H", "H", "H", "H", "H", "C", "N", "C", "N", "C", "N", "C", "C", "C", "C", "C", "C", "C", "N", "N", "C", "O", "C", "C", "C", "C", "C", "C", "N", "C", "N", "C", "N", "C", "H", "H", "H", "H", "H", "H", "H", "H", "H", "H", "H", "H", "H", "H", "H", "H", "S", "C", "N", "C", "C", "C", "C", "H", "H", "H", "H", "H"], "xyz": [[0.8685, 0.3055, -1.8232], [1.5635, -1.9181, -2.7655], [2.0340, -2.4120, -0.6832], [2.1732, -0.3522, 0.1147], [0.6907, -3.2715, 0.1439], [-0.2032, -4.0573, -0.5794], [-1.1742, -4.7846, 0.0935], [-1.2435, -4.7356, 1.4791], [-0.3508, -3.9509, 2.2007], [0.6134, -3.2117, 1.5364], [3.5379, -3.3374, -0.4367], [3.5060, -4.5941, 0.1682], [4.6911, -5.2925, 0.3450], [5.8906, -4.7391, -0.0768], [5.9199, -3.4863, -0.6808], [4.7449, -2.7822, -0.8656], [-0.1423, -4.0976, -1.6596], [-1.8710, -5.3966, -0.4631], [-1.9908, -5.3210, 1.9997], [-0.4007, -3.9181, 3.2806], [1.3078, -2.6000, 2.1007], [2.5700, -5.0239, 0.4977], [4.6765, -6.2667, 0.8140], [6.8129, -5.2860, 0.0663], [6.8613, -3.0628, -1.0028], [4.7599, -1.8041, -1.3320], [-0.8053, 5.5803, -0.7319], [-0.0416, 4.3280, -0.7833], [-0.4066, 3.1440, -1.2600], [0.5581, 2.2602, -1.0166], [1.5037, 2.9952, -0.3576], [1.1665, 4.2465, -0.2003], [-1.1079, 5.9575, 0.6950], [-0.9703, 7.2588, 1.1527], [-1.2349, 7.5567, 2.4863], [-1.6036, 6.5588, 3.3716], [-1.7350, 5.2517, 2.9088], [-1.5020, 4.9639, 1.5743], [-2.0527, 4.1526, 3.8127], [-2.1470, 4.1223, 5.0947], [-2.3922, 2.7972, 5.4396], [-2.4262, 2.1374, 4.3380], [-2.2235, 2.9264, 3.2546], [-2.6117, 0.7109, 4.0907], [-2.4531, -0.2200, 5.1129], [-2.6043, -1.5677, 4.8356], [-2.8955, -1.9927, 3.5457], [-3.0602, -1.0668, 2.5223], [-3.4568, -1.5196, 1.1447], [-2.4762, -1.1783, 0.0918], [-1.3736, -0.4460, 0.1136], [-0.8522, -0.4355, -1.1189], [-1.7051, -1.2115, -1.8534], [-2.7000, -1.6639, -1.1515], [-2.9364, 0.2861, 2.8057], [-1.7103, 5.4141, -1.3173], [-0.2095, 6.3460, -1.2256], [-1.3333, 2.9550, -1.7770], [2.4434, 2.5928, -0.0176], [-0.6494, 8.0439, 0.4790], [-1.1297, 8.5739, 2.8375], [-1.7823, 6.7766, 4.4159], [-1.6008, 3.9430, 1.2271], [-2.2166, 0.1243, 6.1108], [-2.4974, -2.2946, 5.6295], [-3.0209, -3.0488, 3.3411], [-4.4003, -1.0667, 0.8387], [-3.5709, -2.6005, 1.0990], [-0.9693, 0.0448, 0.9819], [-1.5627, -1.4280, -2.8968], [-3.1146, 1.0265, 2.0343], [0.7654, 1.3850, -3.8545], [1.1286, 0.2725, -5.1578], [2.3857, 0.2765, -5.6494], [2.8011, -0.4941, -6.6731], [1.9191, -1.3469, -7.2800], [0.6055, -1.3830, -6.8137], [0.2105, -0.5769, -5.7610], [3.0486, 0.9032, -5.2064], [3.8356, -0.3892, -6.9654], [2.2463, -1.9639, -8.1030], [-0.1134, -2.0414, -7.2835], [-0.8082, -0.5799, -5.4024]], "atomic_forces_ev_per_a": [[0.05, 0.09, 0.09], [-0.02, -0.05, 0.09], [0.08, 0.11, -0.13], [-0.04, 0.02, -0.06], [-0.03, -0.04, -0.03], [0.02, 0.06, 0.00], [-0.05, -0.02, 0.06], [0.01, -0.01, -0.05], [0.01, 0.03, -0.01], [0.00, -0.02, 0.04], [-0.08, -0.08, 0.02], [0.05, 0.02, -0.03], [-0.02, 0.01, -0.01], [0.01, -0.01, 0.00], [0.00, 0.01, -0.01], [0.02, 0.00, 0.01], [0.01, -0.01, 0.00], [0.00, 0.00, -0.01], [0.00, 0.00, 0.00], [0.00, 0.01, 0.00], [0.01, -0.01, 0.00], [0.00, -0.02, 0.01], [0.00, 0.00, 0.00], [0.00, 0.00, 0.00], [0.00, 0.00, 0.00], [0.00, 0.00, 0.00], [0.11, 0.03, -0.08], [-0.13, -0.01, 0.01], [0.03, 0.01, -0.05], [-0.01, -0.01, 0.03], [-0.01, 0.03, -0.06], [0.07, -0.05, 0.00], [0.00, -0.05, 0.06], [-0.03, 0.01, 0.03], [0.02, -0.01, -0.04], [-0.02, -0.01, 0.01], [0.02, 0.10, 0.08], [-0.01, -0.02, -0.08], [-0.02, -0.01, 0.03], [0.00, -0.03, 0.00], [0.01, -0.01, -0.01], [0.00, 0.04, 0.02], [-0.01, -0.03, -0.02], [-0.02, -0.04, -0.07], [0.01, 0.03, 0.01], [-0.01, -0.03, 0.02], [0.00, 0.02, 0.00], [-0.01, -0.03, -0.04], [0.04, 0.03, 0.02], [0.03, -0.03, -0.04], [-0.07, 0.01, -0.01], [-0.08, -0.08, 0.01], [0.03, 0.02, -0.01], [-0.07, 0.04, 0.06], [0.03, 0.03, 0.06], [-0.01, 0.01, 0.00], [-0.02, 0.01, 0.00], [0.00, 0.00, 0.00], [0.00, 0.02, 0.02], [0.00, 0.00, 0.00], [0.00, 0.00, 0.00], [0.00, 0.00, 0.00], [0.00, 0.00, 0.03], [0.00, -0.01, 0.00], [0.00, 0.01, 0.00], [0.00, 0.01, 0.00], [0.01, -0.01, -0.03], [0.00, 0.00, 0.02], [0.02, -0.02, 0.01], [0.00, 0.00, 0.00], [0.01, 0.00, -0.01], [0.04, -0.03, 0.04], [-0.01, -0.02, 0.00], [0.02, -0.01, 0.00], [0.00, 0.00, 0.00], [-0.01, 0.00, 0.00], [0.00, 0.00, 0.00], [0.02, 0.00, 0.01], [0.00, 0.00, 0.00], [0.00, 0.01, 0.00], [0.00, 0.00, 0.00], [0.00, 0.00, 0.00], [0.00, 0.00, 0.00]], "lowdin_charge": [0.488, 0.381, 0.298, 0.434, -0.443, -0.103, -0.056, -0.062, -0.064, -0.099, -0.404, -0.063, -0.048, -0.042, -0.053, -0.101, 0.085, 0.119, 0.118, 0.115, 0.105, 0.108, 0.118, 0.119, 0.116, 0.098, -0.049, -0.112, -0.145, -0.120, -0.198, 0.163, -0.204, -0.013, -0.036, 0.008, -0.127, 0.019, -0.283, 0.143, 0.142, -0.296, 0.107, -0.122, 0.010, -0.037, -0.031, -0.211, -0.042, -0.065, -0.101, -0.119, -0.201, 0.154, 0.011, 0.139, 0.137, 0.145, 0.092, 0.122, 0.118, 0.127, 0.116, 0.129, 0.118, 0.109, 0.143, 0.126, 0.137, 0.103, 0.129, 0.633, -0.712, 0.078, -0.012, -0.004, 0.008, -0.082, 0.162, 0.149, 0.131, 0.134, 0.117], "total_charge": 2, "lumo_ha": [-0.2251, -0.2523], "de_lowest_kcal_mol": 0.0, "spin_multiplicity": 2, "e_homo_ev": [-12.648, -12.648]}


{"formula": "C3H6N2O2", "method": "ωB97M-V with the def2-TZVPD basis set", "species": ["C", "C", "N", "C", "O", "N", "O", "H", "H", "H", "H", "H", "H"], "xyz": [[0.2802, -0.3439, -1.7880], [0.1252, 0.1136, -0.3827], [1.0864, 0.1756, 0.4299], [0.6086, 0.6567, 1.6880], [0.3281, -0.2999, 2.6350], [-0.9013, 1.2175, 1.2963], [-1.0236, 0.6918, -0.0418], [-0.4271, 0.1260, -2.3797], [0.2668, -1.3899, -1.8846], [1.2755, -0.0413, -2.1066], [1.2697, 1.3826, 2.1568], [1.2618, -0.7372, 2.8785], [-1.5810, 0.7995, 1.9518]], "atomic_forces_ev_per_a": [[1.39, 0.66, 1.09], [0.53, 0.63, -0.28], [0.70, -0.44, 1.29], [-2.81, 1.04, -1.04], [3.20, -2.55, 1.32], [3.27, 0.24, 0.47], [-1.44, -0.34, 0.59], [-1.48, 0.67, -1.33], [-0.38, -1.42, -0.01], [0.00, 0.12, -0.01], [-0.26, 0.66, -0.49], [-3.10, 1.26, -0.65], [0.39, -0.53, -0.97]], "lowdin_charge": [0.026, -0.443, 0.142, -0.383, -0.051, 0.083, -0.019, 0.062, 0.074, 0.096, 0.132, 0.173, 0.109], "lumo_ha": 0.0320, "de_lowest_kcal_mol": 86.8, "smiles": "CC1=N[C@H](O)NO1", "e_homo_ev": -9.348}


| no. | energy (eV) |
| --- | --- |
| 1 | -207718.8995 |
| 2 | -10281.0314 |